{
  "formula": "C5H7N4",
  "method": "the ωB97M-V functional and the def2-TZVPD basis",
  "elements": ["N", "N", "N", "N", "C", "C", "C", "C", "C", "H", "H", "H", "H", "H", "H", "H"],
  "coordinates": [[0.669, 1.460, 0.277], [3.856, -0.338, -0.311], [1.589, -0.815, 0.490], [-0.712, -0.226, 0.066], [0.572, 0.138, 0.308], [2.795, -0.624, 0.065], [-1.371, -1.461, -0.162], [-0.585, 1.968, 0.001], [-1.477, 0.940, -0.089], [-1.468, -1.659, -1.213], [1.505, 1.917, 0.180], [1.095, -1.698, 0.264], [-2.548, 0.998, -0.294], [-0.920, -2.281, 0.283], [-0.696, 3.030, -0.143], [-2.304, -1.349, 0.277]],
  "mulliken_charge": [-0.014, -0.336, -0.259, 0.092, 0.362, 0.380, -0.955, -0.517, -0.168, 0.364, 0.230, 0.203, 0.407, 0.444, 0.409, 0.360],
  "lumo_ev": -3.368,
  "smiles": "Cn1cc[nH]/c1=[NH+]\\C#N",
  "total_charge": 1,
  "multiplicity": 1,
  "e_homo_ev": -14.05,
  "homo_lumo_gap_ev": 10.69
}